Formula: C6H10N2
Source: the OMol25 dataset
Level of theory: the ωB97M-V functional and the def2-TZVPD basis

Its SMILES is C#C[C@@]1([C@@H](C)N)CN1. The value obtained for the energy above the lowest of the compared OMol25 structures with the same formula, charge and spin is 77.4 kcal/mol. As for the HOMO-LUMO gap: 10.33 eV. As for the HOMO energy: -9.3 eV. As for the total energy: -344.013333 a.u.

XYZ file:
```
18
C6H10N2 the ωB97M-V functional and the def2-TZVPD basis
C -2.925 -0.902 -0.347
C -1.859 -0.403 -0.206
C -0.622 0.285 -0.047
C 0.617 -0.630 -0.304
C 1.976 -0.001 -0.532
N 0.575 -1.499 0.862
C -0.542 1.746 -0.186
N -0.462 1.161 1.157
H -3.809 -1.546 -0.359
H 0.324 -1.191 -1.193
H 2.822 -0.684 -0.594
H 1.998 0.554 -1.470
H 2.249 0.700 0.242
H 1.275 -2.176 0.782
H 0.742 -0.875 1.704
H -1.435 2.251 -0.549
H 0.498 2.052 -0.531
H -1.423 1.160 1.571
```